A 5-piece molecular cluster, C23H32INO17S overall in a non-equilibrium geometry. Source: the Open Molecules 2025 dataset; level of theory: ωB97M-V/def2-TZVPD.

```
! RIJCOSX wB97M-V def2-TZVPD def2/J DEFGRID3
* xyz 0 1
N 0.711 3.518 3.057
C 1.052 4.055 1.682
C 1.774 5.526 1.598
C 0.905 6.763 2.235
O 1.318 7.439 3.325
O 1.957 3.241 0.804
C 1.417 3.393 -0.589
O 1.864 2.893 -1.743
O 0.166 4.217 -0.496
C -0.337 3.774 0.847
S -0.517 1.930 0.579
C -1.656 4.712 1.103
C -3.061 3.892 1.306
O -3.280 2.882 2.152
I -4.777 4.587 0.060
H 0.865 4.250 3.813
H -0.320 3.295 3.151
H 2.772 5.452 2.248
H 2.111 5.854 0.526
H -0.094 7.088 1.670
H -1.365 1.648 -0.539
H -1.491 5.340 2.104
H -1.766 5.418 0.152
C 0.116 -3.289 -1.551
C -0.993 -2.477 -2.189
C -0.492 -1.382 -3.082
O -1.523 -0.414 -2.997
C -2.130 -0.596 -1.787
O -2.930 0.179 -1.293
O -1.722 -1.764 -1.203
H 0.676 -2.692 -0.823
H -0.307 -4.135 -0.999
H 0.810 -3.679 -2.301
H -1.690 -3.138 -2.719
H -0.365 -1.718 -4.116
H 0.443 -0.928 -2.738
C -11.061 3.821 0.281
C -10.245 4.872 -0.445
C -9.226 4.295 -1.381
O -8.215 5.286 -1.391
C -8.300 5.943 -0.196
O -7.465 6.726 0.222
O -9.446 5.605 0.470
H -10.444 3.263 0.994
H -11.855 4.299 0.866
H -11.523 3.119 -0.418
H -10.908 5.577 -0.961
H -9.628 4.146 -2.387
H -8.790 3.354 -1.028
C 5.638 -6.242 -1.816
C 4.529 -5.429 -2.454
C 5.030 -4.334 -3.347
O 4.000 -3.367 -3.262
C 3.392 -3.549 -2.052
O 2.593 -2.774 -1.558
O 3.800 -4.717 -1.468
H 6.198 -5.644 -1.088
H 5.215 -7.088 -1.264
H 6.332 -6.632 -2.566
H 3.833 -6.090 -2.984
H 5.157 -4.670 -4.381
H 5.965 -3.881 -3.003
C 5.909 -3.803 2.925
C 5.516 -5.218 2.548
C 5.871 -6.234 3.592
O 6.067 -7.410 2.828
C 6.439 -7.006 1.577
O 6.877 -7.746 0.715
O 6.256 -5.659 1.421
H 6.998 -3.686 2.942
H 5.532 -3.096 2.178
H 5.505 -3.522 3.902
H 4.450 -5.260 2.295
H 5.065 -6.377 4.318
H 6.798 -6.006 4.129
*
```

Calculated values
Lowest unoccupied orbital energy (hartree): -0.0125
HOMO-LUMO gap (eV): 9.0
Electronic energy (a.u.): -2925.1501
Highest occupied orbital energy (Ha): -0.3415

The net atomic charges from Mulliken, expressed in e, are: number 1, N, carries -0.5992; number 2, C, carries 0.7564; number 3, C, carries -0.4947; number 4, C, carries 0.0762; number 5, O, carries -0.5151; number 6, O, carries -0.3269; number 7, C, carries 0.5125; number 8, O, carries -0.5483; number 9, O, carries -0.4269; number 10, C, carries 0.2608; number 11, S, carries -0.0434; number 12, C, carries -0.5524; number 13, C, carries 0.1197; number 14, O, carries -0.5075; number 15, I, carries 0.0961; number 16, H, carries 0.3514; number 17, H, carries 0.2726; number 18, H, carries 0.3242; number 19, H, carries 0.3266; number 20, H, carries 0.2518; number 21, H, carries 0.1039; number 22, H, carries 0.1623; number 23, H, carries 0.3342; number 24, C, carries -1.4065; number 25, C, carries 0.5995; number 26, C, carries -0.3817; number 27, O, carries -0.3073; number 28, C, carries 0.6364; number 29, O, carries -0.5771; number 30, O, carries -0.3096; number 31, H, carries 0.3501; number 32, H, carries 0.3867; number 33, H, carries 0.2572; number 34, H, carries 0.2303; number 35, H, carries 0.3275; number 36, H, carries 0.2652; number 37, C, carries -1.4195; number 38, C, carries 0.4919; number 39, C, carries -0.4559; number 40, O, carries -0.2500; number 41, C, carries 0.5545; number 42, O, carries -0.5233; number 43, O, carries -0.3261; number 44, H, carries 0.3566; number 45, H, carries 0.3464; number 46, H, carries 0.3696; number 47, H, carries 0.2362; number 48, H, carries 0.3125; number 49, H, carries 0.3037; number 50, C, carries -1.3992; number 51, C, carries 0.5747; number 52, C, carries -0.5475; number 53, O, carries -0.2892; number 54, C, carries 0.6086; number 55, O, carries -0.5597; number 56, O, carries -0.2688; number 57, H, carries 0.2614; number 58, H, carries 0.3371; number 59, H, carries 0.4015; number 60, H, carries 0.2256; number 61, H, carries 0.3207; number 62, H, carries 0.3328; number 63, C, carries -1.4663; number 64, C, carries 0.5500; number 65, C, carries -0.5129; number 66, O, carries -0.3146; number 67, C, carries 0.6423; number 68, O, carries -0.5545; number 69, O, carries -0.3139; number 70, H, carries 0.3642; number 71, H, carries 0.3418; number 72, H, carries 0.3790; number 73, H, carries 0.2564; number 74, H, carries 0.3276; number 75, H, carries 0.3012

---

A 3-piece molecular cluster, C12H25Cl2O5PS2 overall in a non-equilibrium geometry. Source: the Open Molecules 2025 dataset; level of theory: ωB97M-V/def2-TZVPD.

```
! RIJCOSX wB97M-V def2-TZVPD def2/J DEFGRID3
* xyz 0 1
C 2.128 -0.424 -1.335
C 0.991 0.170 -0.467
C 0.602 1.597 -0.865
C -0.257 2.268 0.188
O 0.081 2.831 1.188
O -1.572 2.144 -0.131
C -1.788 1.622 -1.470
S -3.035 2.666 -2.233
P -2.774 -0.005 -1.067
O -2.166 -0.443 0.375
Cl -1.937 -1.464 -2.263
C -0.340 1.779 -2.064
S -0.143 3.604 -2.534
Cl 0.024 0.851 -3.518
H 1.763 -1.212 -1.991
H 2.590 0.367 -1.929
H 2.901 -0.820 -0.676
H 1.329 0.213 0.574
H 0.139 -0.497 -0.476
H 1.511 2.180 -1.016
H -3.839 1.672 -2.636
H -1.600 -1.225 0.307
H 0.528 3.384 -3.663
C -2.863 2.701 4.313
C -3.544 3.424 3.160
C -4.488 2.500 2.402
O -2.579 3.980 2.278
H -2.262 1.870 3.931
H -2.195 3.377 4.845
H -3.593 2.301 5.019
H -4.106 4.276 3.549
H -3.927 1.665 1.971
H -4.968 3.036 1.582
H -5.261 2.094 3.056
H -2.044 3.260 1.922
C 4.164 -5.366 0.206
C 3.434 -4.386 -0.699
C 3.741 -4.638 -2.167
O 3.754 -3.040 -0.346
H 5.245 -5.259 0.083
H 3.926 -5.171 1.251
H 3.894 -6.397 -0.027
H 2.359 -4.473 -0.533
H 4.810 -4.510 -2.356
H 3.204 -3.930 -2.798
H 3.461 -5.650 -2.462
H 4.702 -2.921 -0.476
*
```

Calculated values
Lowest unoccupied orbital energy (hartree): 0.0102
HOMO-LUMO gap (eV): 9.5
Electronic energy (a.u.): -2906.5636
Highest occupied orbital energy (Ha): -0.3392

The net atomic charges from Mulliken, expressed in e, are: number 1, C, carries -1.2304; number 2, C, carries -0.1612; number 3, C, carries 0.1165; number 4, C, carries 0.0075; number 5, O, carries -0.5609; number 6, O, carries -0.1589; number 7, C, carries -0.0169; number 8, S, carries -0.0849; number 9, P, carries 0.1784; number 10, O, carries -0.4311; number 11, Cl, carries -0.2301; number 12, C, carries 0.4143; number 13, S, carries -0.1149; number 14, Cl, carries -0.1240; number 15, H, carries 0.3471; number 16, H, carries 0.3751; number 17, H, carries 0.2621; number 18, H, carries 0.4668; number 19, H, carries -0.2895; number 20, H, carries 0.6327; number 21, H, carries 0.1639; number 22, H, carries 0.3493; number 23, H, carries 0.1812; number 24, C, carries -1.2229; number 25, C, carries 0.3194; number 26, C, carries -0.9835; number 27, O, carries -0.5659; number 28, H, carries 0.2657; number 29, H, carries 0.3119; number 30, H, carries 0.3927; number 31, H, carries 0.3185; number 32, H, carries 0.0479; number 33, H, carries 0.2851; number 34, H, carries 0.4127; number 35, H, carries 0.3307; number 36, C, carries -1.3279; number 37, C, carries 0.4369; number 38, C, carries -1.2640; number 39, O, carries -0.4896; number 40, H, carries 0.3576; number 41, H, carries 0.3200; number 42, H, carries 0.3732; number 43, H, carries 0.2530; number 44, H, carries 0.3434; number 45, H, carries 0.2933; number 46, H, carries 0.3821; number 47, H, carries 0.3178

---

C7H13Br3O6 as an isolated structure in a non-equilibrium geometry. Source: the Open Molecules 2025 dataset; level of theory: ωB97M-V/def2-TZVPD.

```
! RIJCOSX wB97M-V def2-TZVPD def2/J DEFGRID3
* xyz 0 1
C -1.818 -3.786 -1.416
Br -1.435 -5.559 -0.737
Br -0.852 -3.668 -3.145
Br -1.290 -2.279 -0.221
H -2.887 -3.759 -1.629
C 1.370 -0.858 -1.745
O 0.397 -0.089 -2.438
C 0.420 1.290 -2.356
O 1.343 2.014 -2.201
O -0.860 1.663 -2.498
C -1.116 3.023 -2.837
H 1.486 -0.532 -0.712
H 2.417 -0.773 -2.035
H 1.099 -1.910 -1.649
H -0.590 3.792 -2.271
H -2.180 3.240 -2.935
H -0.669 3.151 -3.823
C 1.489 2.099 1.611
O 0.915 1.698 2.858
C 0.479 0.426 2.898
O 0.774 -0.458 2.056
O -0.310 0.189 4.001
C -0.770 -1.083 4.283
H 1.944 3.088 1.566
H 0.907 1.936 0.704
H 2.361 1.452 1.510
H -1.219 -1.212 5.268
H 0.127 -1.700 4.323
H -1.532 -1.393 3.568
*
```

Calculated values
Lowest unoccupied orbital energy (hartree): -0.0056
HOMO-LUMO gap (eV): 10.0
Electronic energy (a.u.): -8447.9536
Highest occupied orbital energy (Ha): -0.3737
Relative energy (zero: lowest compared OMol25 entry of this formula, charge and spin) (kcal per mole): 28.86

The net atomic charges from Mulliken, expressed in e, are: number 1, C, carries -0.3634; number 2, Br, carries -0.0287; number 3, Br, carries -0.0540; number 4, Br, carries 0.0483; number 5, H, carries 0.3851; number 6, C, carries -0.5649; number 7, O, carries -0.1743; number 8, C, carries 0.7489; number 9, O, carries -0.5373; number 10, O, carries -0.2894; number 11, C, carries -0.7047; number 12, H, carries 0.1252; number 13, H, carries 0.3313; number 14, H, carries 0.2437; number 15, H, carries 0.2933; number 16, H, carries 0.2461; number 17, H, carries 0.3207; number 18, C, carries -0.5098; number 19, O, carries -0.3225; number 20, C, carries 0.7798; number 21, O, carries -0.5717; number 22, O, carries -0.3334; number 23, C, carries -0.5568; number 24, H, carries 0.3005; number 25, H, carries 0.1368; number 26, H, carries 0.2950; number 27, H, carries 0.2309; number 28, H, carries 0.2869; number 29, H, carries 0.2383

---

C13H43BClHgMnO16P3 as an isolated structure in a non-equilibrium geometry. Source: the Open Molecules 2025 dataset; level of theory: ωB97M-V/def2-TZVPD.

```
! RIJCOSX wB97M-V def2-TZVPD def2/J DEFGRID3
* xyz 2 6
Hg -0.605 1.646 1.275
Mn -1.257 -2.273 -1.350
Cl -0.223 -2.420 -3.500
B -0.605 -0.465 -0.074
H -1.180 0.420 -0.300
H -1.272 -1.241 0.269
H -0.202 -0.706 -1.046
H 0.137 -0.334 0.698
C 2.658 0.305 -1.773
O 3.546 0.707 -0.698
P 3.123 1.913 0.230
O 1.642 1.906 0.495
O 4.105 1.700 1.544
C 4.162 2.513 2.672
O 3.722 3.187 -0.531
C 2.987 4.416 -0.579
H 1.600 0.564 -1.730
H 2.711 -0.784 -1.788
H 3.255 0.667 -2.610
H 4.960 3.233 2.487
H 4.264 2.051 3.654
H 3.239 3.091 2.706
H 3.422 5.341 -0.201
H 2.018 4.391 -0.081
H 2.877 4.792 -1.595
C -5.901 -2.120 -3.058
O -5.419 -0.976 -2.392
P -3.982 -0.349 -2.683
O -2.916 -1.114 -2.013
O -4.107 1.181 -2.203
C -5.181 1.899 -2.592
O -4.051 -0.242 -4.333
C -2.961 0.476 -4.993
H -6.896 -2.246 -2.631
H -5.370 -3.060 -2.909
H -6.050 -2.005 -4.132
H -5.431 2.470 -1.698
H -6.102 1.319 -2.642
H -5.249 2.530 -3.478
H -3.168 1.540 -5.103
H -2.901 0.007 -5.975
H -1.983 0.404 -4.518
C 3.029 -5.289 -0.860
O 2.033 -5.251 0.097
P 1.217 -3.952 0.693
O 0.365 -3.145 -0.227
O 2.568 -3.116 1.057
C 2.554 -1.919 1.821
O 0.532 -4.467 2.129
C 1.371 -4.994 3.202
H 2.985 -4.369 -1.443
H 2.768 -6.104 -1.536
H 3.994 -5.300 -0.353
H 3.044 -1.126 1.255
H 3.014 -2.103 2.792
H 1.573 -1.619 2.190
H 1.020 -4.762 4.208
H 2.455 -4.885 3.163
H 1.279 -6.074 3.088
C 0.440 0.187 4.285
C 1.732 0.562 4.928
O 2.797 -0.243 4.422
O 0.577 0.383 2.896
H -0.420 0.561 4.841
H 0.358 -0.894 4.399
H 1.695 0.465 6.013
H 1.868 1.612 4.672
H 3.609 -0.024 4.884
H 1.436 0.001 2.703
C -2.839 3.454 -0.234
C -1.730 3.079 -1.334
O -0.414 3.126 -0.828
O -2.795 2.421 0.790
H -3.868 3.532 -0.585
H -2.560 4.361 0.302
H -1.715 3.764 -2.183
H -1.959 2.126 -1.810
H 0.091 3.040 -1.640
H -3.520 2.630 1.384
*
```

Calculated values
<S²>: 8.754
Lowest unoccupied orbital energy (spin up / spin down) (hartree): -0.2764 / -0.2766
HOMO-LUMO gap (spin up / spin down) (eV): 6.2 / 6.3
Electronic energy (a.u.): -4538.0718
Highest occupied orbital energy (spin up / spin down) (Ha): -0.5037 / -0.5070
Relative energy (zero: lowest compared OMol25 entry of this formula, charge and spin) (kcal per mole): 0.00

The net atomic charges from Mulliken, expressed in e, are: number 1, Hg, carries 1.2816; number 2, Mn, carries 0.4148; number 3, Cl, carries -0.5008; number 4, B, carries 2.0781; number 5, H, carries -0.8734; number 6, H, carries 0.1278; number 7, H, carries 0.2058; number 8, H, carries -0.8929; number 9, C, carries -0.4511; number 10, O, carries -0.3350; number 11, P, carries 0.1831; number 12, O, carries 0.0145; number 13, O, carries -0.3082; number 14, C, carries -0.6274; number 15, O, carries -0.2875; number 16, C, carries -0.5861; number 17, H, carries 0.0662; number 18, H, carries 0.1215; number 19, H, carries 0.3433; number 20, H, carries 0.3244; number 21, H, carries 0.1705; number 22, H, carries 0.2509; number 23, H, carries 0.3206; number 24, H, carries 0.1482; number 25, H, carries 0.3197; number 26, C, carries -0.7631; number 27, O, carries -0.3359; number 28, P, carries 0.1347; number 29, O, carries 0.2472; number 30, O, carries 0.1910; number 31, C, carries -0.9305; number 32, O, carries -0.3793; number 33, C, carries -0.5732; number 34, H, carries 0.2709; number 35, H, carries 0.3134; number 36, H, carries 0.2944; number 37, H, carries 0.2827; number 38, H, carries 0.3575; number 39, H, carries 0.3369; number 40, H, carries 0.2553; number 41, H, carries 0.2886; number 42, H, carries 0.2231; number 43, C, carries -0.5257; number 44, O, carries -0.3382; number 45, P, carries 0.1996; number 46, O, carries 0.2409; number 47, O, carries -0.2740; number 48, C, carries -0.8358; number 49, O, carries -0.3213; number 50, C, carries -0.7604; number 51, H, carries 0.2520; number 52, H, carries 0.2713; number 53, H, carries 0.2532; number 54, H, carries 0.4712; number 55, H, carries 0.3402; number 56, H, carries 0.3244; number 57, H, carries 0.2922; number 58, H, carries 0.3325; number 59, H, carries 0.3379; number 60, C, carries -0.3852; number 61, C, carries -0.5964; number 62, O, carries -0.4368; number 63, O, carries -0.0866; number 64, H, carries 0.5588; number 65, H, carries 0.2034; number 66, H, carries 0.5336; number 67, H, carries 0.2046; number 68, H, carries 0.3040; number 69, H, carries -0.4585; number 70, C, carries -0.4777; number 71, C, carries -0.7412; number 72, O, carries -0.3743; number 73, O, carries -0.4381; number 74, H, carries 0.2987; number 75, H, carries 0.4384; number 76, H, carries 0.6030; number 77, H, carries 0.3469; number 78, H, carries 0.2565; number 79, H, carries 0.2649